{
  "formula": "H9O4S",
  "method": "ωB97M-V with the def2-TZVPD basis set",
  "symbols": ["S", "H", "H", "H", "O", "H", "H", "O", "H", "H", "O", "H", "H", "O"],
  "xyz": [[0.66, -0.22, -0.73], [0.25, -1.24, -0.01], [3.01, -0.84, -1.76], [4.55, -0.93, -2.27], [3.73, -1.41, -2.11], [-1.15, 3.89, 2.08], [-1.76, 4.49, 3.43], [-1.51, 4.73, 2.46], [-1.59, -1.51, -3.21], [-2.13, -2.34, -2.02], [-2.31, -1.76, -2.71], [-0.44, -1.64, 2.53], [-0.48, -0.40, 1.69], [-0.82, -0.80, 2.63]],
  "total_energy_ev": -19172.238,
  "lumo_energy_ev": 3.24,
  "homo_ev": -3.490,
  "largest_force_ev_per_a": 4.495,
  "orbital_gap_ev": 6.7,
  "de_lowest_kj_mol": 180.63,
  "total_charge": -1
}


{
  "formula": "C37H60O29",
  "method": "ωB97M-V with the def2-TZVPD basis set",
  "symbols": ["C", "C", "C", "O", "C", "O", "O", "H", "H", "H", "H", "H", "H", "C", "C", "C", "O", "C", "O", "O", "H", "H", "H", "H", "H", "H", "C", "C", "C", "O", "C", "O", "O", "H", "H", "H", "H", "H", "H", "C", "C", "C", "O", "C", "O", "O", "H", "H", "H", "H", "H", "H", "C", "C", "C", "O", "C", "O", "O", "H", "H", "H", "H", "H", "H", "C", "C", "C", "O", "C", "O", "O", "H", "H", "H", "H", "H", "H", "C", "C", "C", "O", "C", "O", "O", "H", "H", "H", "H", "H", "H", "C", "C", "C", "O", "C", "O", "O", "H", "H", "H", "H", "H", "H", "C", "C", "C", "O", "C", "O", "O", "H", "H", "H", "H", "H", "H", "C", "O", "H", "H", "H", "H", "O", "H", "H"],
  "xyz": [[3.07, 0.75, -1.58], [3.74, 1.91, -2.27], [3.53, 3.28, -1.65], [4.83, 3.79, -1.45], [5.75, 2.86, -1.75], [6.92, 2.98, -1.62], [5.16, 1.74, -2.24], [3.27, 0.55, -0.52], [3.20, -0.15, -2.18], [1.99, 0.93, -1.55], [3.42, 1.98, -3.32], [3.07, 3.20, -0.65], [2.78, 3.88, -2.16], [-0.77, 4.01, -0.15], [-1.83, 5.06, -0.46], [-3.21, 4.51, -0.94], [-4.13, 5.05, -0.02], [-3.49, 5.78, 0.93], [-4.08, 6.38, 1.76], [-2.18, 5.76, 0.73], [0.15, 4.43, 0.25], [-0.56, 3.35, -0.99], [-1.11, 3.37, 0.66], [-1.37, 5.67, -1.24], [-3.21, 3.42, -1.05], [-3.40, 4.94, -1.92], [-4.26, 0.55, -0.66], [-5.26, 1.40, 0.10], [-6.59, 1.49, -0.69], [-7.58, 1.18, 0.30], [-7.00, 0.58, 1.37], [-7.58, 0.07, 2.26], [-5.67, 0.69, 1.27], [-3.40, 0.45, -0.01], [-3.98, 1.03, -1.60], [-4.69, -0.38, -1.03], [-4.88, 2.35, 0.48], [-6.62, 0.73, -1.48], [-6.77, 2.46, -1.14], [1.50, -2.54, -0.46], [2.11, -3.91, -0.21], [2.73, -4.56, -1.47], [4.02, -4.96, -1.02], [4.28, -4.47, 0.21], [5.29, -4.65, 0.81], [3.24, -3.76, 0.65], [2.22, -1.79, -0.78], [1.04, -2.10, 0.42], [0.77, -2.70, -1.26], [1.35, -4.54, 0.26], [2.75, -3.85, -2.30], [2.15, -5.44, -1.74], [2.41, -0.74, 2.53], [3.40, -0.89, 3.66], [3.83, -2.31, 4.00], [5.25, -2.17, 4.19], [5.67, -0.95, 3.82], [6.79, -0.57, 3.82], [4.62, -0.23, 3.37], [2.87, -1.03, 1.59], [2.19, 0.33, 2.48], [1.47, -1.26, 2.69], [3.05, -0.33, 4.55], [3.70, -3.01, 3.17], [3.36, -2.77, 4.87], [3.43, -0.58, -5.56], [1.95, -0.95, -5.51], [1.69, -2.39, -4.99], [0.81, -2.16, -3.89], [0.64, -0.86, -3.65], [0.00, -0.39, -2.75], [1.38, -0.12, -4.49], [3.97, -0.76, -4.63], [3.58, 0.46, -5.83], [3.95, -1.14, -6.35], [1.49, -0.73, -6.48], [2.66, -2.75, -4.66], [1.33, -3.09, -5.74], [0.50, 3.49, 3.93], [1.95, 3.74, 3.62], [2.49, 3.20, 2.25], [3.07, 4.33, 1.64], [3.01, 5.39, 2.43], [3.58, 6.43, 2.24], [2.18, 5.15, 3.47], [0.30, 2.43, 4.12], [-0.06, 3.73, 3.02], [0.18, 4.05, 4.81], [2.60, 3.34, 4.40], [1.71, 2.72, 1.66], [3.26, 2.47, 2.47], [-2.65, -2.18, -2.45], [-2.64, -3.67, -2.13], [-2.83, -4.56, -3.36], [-1.98, -5.66, -3.04], [-1.13, -5.32, -2.05], [-0.36, -6.07, -1.54], [-1.35, -4.06, -1.66], [-3.68, -1.82, -2.54], [-2.18, -1.98, -3.41], [-2.15, -1.60, -1.67], [-3.36, -3.91, -1.34], [-2.49, -4.12, -4.29], [-3.88, -4.85, -3.34], [-4.55, -2.31, 1.67], [-3.23, -1.76, 2.11], [-2.84, -1.90, 3.59], [-1.67, -2.69, 3.63], [-1.27, -2.96, 2.35], [-0.30, -3.60, 2.11], [-2.20, -2.57, 1.48], [-4.64, -3.39, 1.81], [-4.66, -2.27, 0.58], [-5.43, -1.84, 2.12], [-3.10, -0.74, 1.73], [-3.60, -2.43, 4.16], [-2.64, -0.91, 4.00], [-0.18, 0.36, 0.48], [-0.08, 1.23, 1.60], [0.74, -0.21, 0.38], [-1.04, -0.31, 0.59], [-0.38, 0.87, -0.47], [-0.91, 1.19, 2.10], [-2.51, 1.40, 2.93], [-2.44, 1.89, 3.76], [-3.38, 0.99, 2.96]],
  "total_energy_ev": -98721.289,
  "lumo_energy_ev": -0.44,
  "homo_ev": -10.645,
  "largest_force_ev_per_a": 2.078,
  "orbital_gap_ev": 10.2,
  "de_lowest_kj_mol": 0.00
}


{
  "formula": "C2H6IN",
  "method": "ωB97M-V with the def2-TZVPD basis set",
  "symbols": ["C", "N", "C", "I", "H", "H", "H", "H", "H", "H"],
  "xyz": [[-0.23, 1.24, -0.01], [0.48, 0.05, -0.44], [-0.18, -1.14, 0.04], [2.57, 0.02, 0.13], [0.32, 2.21, -0.39], [-1.16, 0.92, -0.54], [-0.39, 1.27, 1.04], [0.13, -2.15, -0.49], [-0.34, -1.36, 1.06], [-1.20, -1.06, -0.40]],
  "total_energy_ev": -11760.176,
  "lumo_energy_ev": -0.19,
  "homo_ev": -8.837,
  "largest_force_ev_per_a": 4.100,
  "orbital_gap_ev": 8.6,
  "de_lowest_kj_mol": 47.11
}


{
  "formula": "C5H12Cl6N2O4",
  "method": "ωB97M-V with the def2-TZVPD basis set",
  "symbols": ["C", "N", "O", "O", "H", "H", "H", "C", "N", "O", "O", "H", "H", "H", "Cl", "C", "Cl", "H", "H", "Cl", "C", "Cl", "H", "H", "Cl", "C", "Cl", "H", "H"],
  "xyz": [[-5.27, 1.01, -2.62], [-6.60, 1.05, -1.91], [-6.99, 2.08, -1.41], [-7.25, 0.03, -2.07], [-4.63, 1.52, -1.90], [-5.21, 1.46, -3.61], [-5.04, -0.06, -2.67], [2.42, -2.80, 2.30], [1.96, -1.37, 1.98], [2.87, -0.58, 1.72], [0.79, -1.06, 1.95], [2.30, -3.38, 1.39], [1.80, -3.17, 3.11], [3.47, -2.83, 2.59], [-2.00, 1.10, -0.70], [-0.36, 1.35, -0.13], [0.01, 3.12, -0.01], [-0.19, 0.90, 0.84], [0.41, 0.95, -0.80], [4.26, 3.87, 1.92], [3.08, 2.80, 2.62], [2.61, 3.40, 4.25], [2.20, 2.85, 1.98], [3.43, 1.77, 2.71], [1.69, -1.45, -1.64], [2.34, -2.94, -2.44], [3.83, -3.30, -1.64], [1.61, -3.73, -2.32], [2.49, -2.59, -3.47]],
  "total_energy_ev": -91678.279,
  "lumo_energy_ev": -0.25,
  "homo_ev": -10.689,
  "largest_force_ev_per_a": 2.527,
  "orbital_gap_ev": 10.4,
  "de_lowest_kj_mol": 1.57
}


{
  "formula": "C14H15P",
  "method": "ωB97M-V with the def2-TZVPD basis set",
  "symbols": ["C", "C", "C", "C", "C", "C", "C", "C", "C", "C", "C", "C", "C", "C", "P", "H", "H", "H", "H", "H", "H", "H", "H", "H", "H", "H", "H", "H", "H", "H"],
  "xyz": [[3.32, -2.70, 0.11], [2.28, -3.65, -0.01], [2.97, -1.33, 0.19], [0.93, -3.28, -0.02], [1.59, -0.91, 0.12], [0.61, -1.94, 0.05], [1.71, 1.71, 0.22], [0.92, 2.46, 1.06], [1.38, 0.42, -0.17], [-1.30, 0.38, -0.20], [-0.41, 1.91, 1.54], [-1.32, 1.71, 0.29], [-1.04, 2.57, -1.01], [-2.11, -2.27, -0.77], [-0.96, -1.19, 0.23], [4.36, -2.95, 0.00], [2.66, -4.68, -0.34], [3.76, -0.50, 0.06], [0.20, -3.96, -0.23], [2.51, 2.20, -0.34], [1.08, 3.44, 1.20], [-0.16, 0.87, 2.05], [-0.87, 2.70, 2.24], [-2.37, 1.93, 0.59], [-0.84, 3.54, -0.68], [-1.97, 2.43, -1.54], [-0.18, 2.11, -1.55], [-1.46, -3.03, -1.22], [-2.42, -1.68, -1.54], [-2.78, -2.67, -0.09]],
  "total_energy_ev": -24041.679,
  "lumo_energy_ev": [-0.60, -0.64],
  "homo_ev": [-6.686, -6.513],
  "largest_force_ev_per_a": 4.326,
  "orbital_gap_ev": [6.1, 5.9],
  "de_lowest_kj_mol": 557.18
}


{
  "formula": "C15H29InN5",
  "method": "ωB97M-V with the def2-TZVPD basis set",
  "symbols": ["In", "C", "C", "N", "C", "C", "N", "C", "C", "C", "N", "C", "C", "N", "C", "H", "H", "H", "H", "H", "H", "H", "H", "H", "H", "H", "H", "H", "H", "H", "H", "H", "H", "H", "H", "H", "H", "H", "H", "C", "C", "C", "N", "C", "C", "H", "H", "H", "H", "H"],
  "xyz": [[-0.05, 0.21, 0.05], [-0.67, -2.71, -1.88], [-0.84, -1.40, -2.64], [-1.30, -0.24, -1.80], [-2.70, -0.35, -1.31], [-3.02, 0.85, -0.43], [-2.08, 0.86, 0.73], [-2.10, 2.12, 1.55], [-0.80, 2.31, 2.31], [-0.36, 1.09, 3.12], [0.46, 0.13, 2.29], [0.37, -1.30, 2.73], [0.82, -2.22, 1.61], [-0.05, -2.00, 0.42], [0.41, -2.73, -0.81], [-0.39, -3.46, -2.63], [-1.61, -3.07, -1.47], [-1.55, -1.54, -3.45], [0.11, -1.11, -3.09], [-1.29, 0.57, -2.43], [-2.80, -1.27, -0.75], [-3.40, -0.40, -2.14], [-4.06, 0.82, -0.10], [-2.88, 1.78, -0.98], [-2.35, 0.10, 1.35], [-2.95, 2.08, 2.24], [-2.27, 2.96, 0.88], [-0.90, 3.17, 2.96], [0.01, 2.58, 1.60], [-1.22, 0.55, 3.52], [0.23, 1.40, 3.98], [1.43, 0.42, 2.40], [-0.66, -1.51, 3.00], [0.98, -1.47, 3.62], [0.78, -3.26, 1.94], [1.86, -2.01, 1.32], [-0.97, -2.38, 0.65], [0.67, -3.75, -0.55], [1.33, -2.24, -1.16], [4.05, 1.90, -2.02], [2.84, 1.95, -2.70], [1.71, 1.46, -2.08], [1.74, 0.94, -0.83], [2.93, 0.89, -0.17], [4.09, 1.36, -0.74], [4.96, 2.27, -2.48], [2.77, 2.37, -3.69], [0.75, 1.50, -2.58], [2.93, 0.47, 0.82], [5.02, 1.30, -0.18]],
  "total_energy_ev": -28625.080,
  "lumo_energy_ev": -9.58,
  "homo_ev": -19.889,
  "largest_force_ev_per_a": 0.915,
  "orbital_gap_ev": 10.3,
  "total_charge": 3
}